# 1
Density functional theory data (the ωB97M-V functional and the def2-TZVPD basis) for a 17-piece molecular cluster, C47H138N24O17 overall in a non-equilibrium geometry.

Structure (XYZ):
```
226
C47H138N24O17 the ωB97M-V functional and the def2-TZVPD basis
O 18.041 16.402 16.753
O 11.026 14.292 20.648
O 10.725 15.951 15.486
O 13.689 16.068 13.000
O 18.458 14.785 11.876
O 17.364 7.886 14.397
O 19.151 10.160 11.788
O 22.068 11.368 15.521
O 12.122 11.524 16.328
O 18.060 11.502 17.249
O 22.856 15.884 14.393
O 18.685 20.981 18.683
O 14.786 18.820 15.641
O 19.670 19.927 14.782
O 20.920 15.810 23.947
O 18.599 13.594 20.355
O 26.280 19.862 22.409
N 23.452 15.120 26.383
N 12.802 13.712 16.071
N 10.991 17.717 16.905
N 17.279 13.342 14.863
N 16.880 12.078 11.635
N 20.027 13.443 13.012
N 21.488 11.137 13.347
N 10.585 13.194 16.192
N 19.893 10.786 14.996
N 20.200 12.992 18.801
N 16.854 11.635 19.167
N 23.115 13.644 17.258
N 11.965 17.679 14.729
N 13.542 11.766 19.401
N 20.660 14.830 11.234
N 20.005 19.058 12.753
N 19.593 17.649 14.514
N 15.931 10.818 17.172
N 12.535 20.339 16.312
N 26.161 19.467 19.576
N 14.376 18.532 11.892
N 14.716 10.585 14.222
N 20.809 14.246 20.626
N 17.374 24.232 19.947
C 17.698 22.782 19.826
C 19.547 15.859 23.777
C 14.324 18.863 16.977
C 24.902 19.597 20.393
C 13.223 20.234 18.726
C 17.604 7.870 15.784
C 25.255 19.073 21.736
C 16.431 21.933 20.055
C 16.767 17.855 11.752
C 14.058 14.282 19.561
C 21.327 15.280 25.249
C 18.903 10.972 10.598
C 23.849 18.663 19.744
C 15.051 16.220 12.555
C 14.647 8.327 13.136
C 18.808 8.783 11.584
C 13.657 20.163 17.235
C 15.263 17.396 11.594
C 19.715 18.940 14.097
C 21.198 11.138 14.689
C 17.151 14.754 15.183
C 22.143 16.004 17.186
C 18.279 16.293 18.165
C 13.233 13.077 20.114
C 18.447 22.345 18.631
C 9.664 14.112 20.448
C 23.473 15.002 15.294
C 15.735 15.088 15.704
C 19.804 13.578 19.944
C 25.683 21.043 23.047
C 16.871 9.227 14.084
C 22.511 14.696 16.433
C 22.818 14.998 25.058
C 12.991 15.278 12.024
C 17.005 11.304 17.856
C 18.299 15.102 16.203
C 15.295 9.269 14.183
C 11.725 13.157 20.101
C 19.635 14.343 12.004
C 19.281 20.479 17.468
C 11.249 17.069 15.725
C 15.967 19.532 15.404
C 17.351 11.296 10.562
C 16.961 11.834 9.157
C 11.825 12.720 16.208
C 23.033 13.526 24.573
C 23.855 16.633 13.707
H 24.666 20.784 23.348
H 19.294 16.014 18.348
H 23.526 12.882 16.697
H 17.239 15.331 14.236
H 22.769 12.881 25.420
H 22.902 18.781 20.310
H 24.333 18.967 22.296
H 16.636 12.915 14.239
H 15.003 7.354 13.348
H 24.354 14.720 26.332
H 21.599 14.529 11.594
H 16.918 18.267 12.765
H 24.144 13.315 24.299
H 19.513 8.328 10.910
H 18.929 8.349 12.599
H 19.175 16.922 13.929
H 20.509 15.772 10.792
H 11.474 12.259 20.615
H 18.410 22.634 20.645
H 16.995 24.575 19.075
H 17.240 10.030 14.775
H 15.102 13.901 19.721
H 15.514 15.376 12.077
H 23.203 15.662 24.323
H 11.988 15.174 12.378
H 20.092 20.006 12.379
H 19.037 14.872 23.652
H 23.281 17.220 13.017
H 22.464 10.987 13.121
H 18.984 19.439 17.382
H 13.551 18.082 16.935
H 16.714 18.946 14.893
H 17.917 6.889 16.160
H 9.409 13.910 19.382
H 16.021 10.897 16.143
H 23.815 14.100 14.761
H 17.293 13.012 11.571
H 14.712 18.989 12.774
H 25.633 21.908 22.421
H 19.275 16.563 22.983
H 25.935 19.777 18.630
H 15.121 18.578 17.666
H 15.902 11.699 8.874
H 21.263 16.055 26.011
H 12.532 18.492 14.930
H 17.315 12.838 9.042
H 9.113 15.009 20.809
H 24.450 17.299 14.303
H 15.668 22.151 19.361
H 13.070 11.041 19.885
H 16.806 10.366 10.558
H 16.564 19.722 16.337
H 15.467 14.639 16.664
H 14.933 8.671 12.123
H 21.171 12.994 18.583
H 17.272 9.488 13.085
H 19.204 10.375 9.705
H 16.717 8.193 16.283
H 18.465 8.583 15.932
H 12.691 19.331 18.951
H 19.259 15.132 15.737
H 17.280 12.759 15.701
H 17.499 15.586 18.551
H 19.494 12.527 18.207
H 23.851 14.055 17.824
H 25.716 18.092 21.479
H 15.061 8.895 15.194
H 12.490 17.000 14.233
H 23.721 18.917 18.698
H 19.417 22.945 18.597
H 16.163 22.160 21.070
H 11.204 18.682 16.841
H 24.554 15.986 13.155
H 20.701 14.564 21.575
H 13.651 12.932 21.110
H 20.983 13.162 13.026
H 17.060 11.649 12.550
H 26.293 21.312 23.890
H 16.905 18.629 11.049
H 19.540 11.084 15.874
H 17.484 11.218 8.426
H 11.326 13.038 19.105
H 14.034 20.392 19.354
H 13.072 11.821 18.520
H 23.045 16.306 17.828
H 17.520 12.287 19.527
H 16.768 20.867 19.985
H 23.481 16.055 26.677
H 10.454 14.179 15.944
H 22.391 13.389 23.697
H 14.568 10.896 13.268
H 12.928 15.728 11.028
H 26.803 20.180 19.871
H 21.590 14.273 16.114
H 15.063 14.773 14.934
H 20.407 20.505 17.521
H 19.064 16.232 24.664
H 13.717 13.590 15.679
H 19.415 11.883 10.716
H 19.101 17.595 15.383
H 19.383 13.051 13.634
H 12.132 21.241 16.502
H 18.067 17.286 18.574
H 12.715 21.136 18.939
H 18.911 21.004 16.595
H 13.619 8.306 13.090
H 14.401 21.011 17.049
H 19.520 18.500 12.089
H 24.150 17.588 19.778
H 15.914 11.656 19.487
H 18.198 24.791 20.105
H 13.843 10.607 14.734
H 24.370 15.545 15.740
H 20.887 10.487 12.851
H 10.236 17.392 17.541
H 14.997 11.045 17.560
H 17.826 8.572 11.204
H 15.057 17.017 10.624
H 18.289 14.387 17.025
H 17.400 16.974 11.593
H 13.826 15.075 20.182
H 13.456 18.084 12.130
H 12.921 20.385 15.366
H 19.355 10.698 14.144
H 17.905 22.598 17.655
H 9.899 12.499 16.491
H 21.295 15.860 17.820
H 9.350 13.248 20.984
H 13.854 14.465 18.532
H 15.888 20.521 14.904
H 24.555 20.636 20.404
H 21.953 16.868 16.448
H 21.756 14.177 20.233
H 15.627 16.493 13.480
H 13.514 14.321 12.072
H 15.570 16.154 15.782
H 12.454 14.599 15.806
H 20.763 14.407 25.565
```

2S+1   1
HOMO-LUMO gap   9.4 eV
HOMO   -8.9 eV
E_LUMO   0.5 eV
ΔE to the lowest compared entry with this formula, charge and spin   0.0 kcal/mol



# 2
Density functional theory data (the ωB97M-V functional and the def2-TZVPD basis) for C47H32BrCl4NO3P2SV as an isolated structure in a non-equilibrium geometry.

Structure (XYZ):
```
92
C47H32BrCl4NO3P2SV the ωB97M-V functional and the def2-TZVPD basis
Br 1.156 2.101 -3.976
V 0.224 0.151 -0.550
Cl -4.094 -1.317 -5.670
Cl -2.448 -2.874 -3.459
Cl -3.991 1.820 -5.734
Cl -2.214 3.361 -3.610
S 1.991 0.232 1.184
P -0.366 2.149 0.716
P 0.282 -2.152 0.424
O 3.444 0.045 0.944
O -0.917 -1.036 -1.676
O -0.751 1.508 -1.806
N 2.007 0.112 -2.170
C -0.018 6.203 -1.414
C 2.857 3.228 3.760
C -3.671 -2.569 1.192
C 0.927 5.204 -1.610
C -2.919 -4.726 0.441
C -3.076 0.938 -4.562
C 0.919 -2.122 2.120
C -3.123 -0.449 -4.534
C -4.653 1.293 2.080
C 1.607 -0.976 2.496
C -3.612 1.187 2.993
C -3.937 -3.900 0.890
C -2.062 1.938 1.309
C 2.918 -0.800 -1.778
C 0.611 3.601 2.975
C 0.788 3.984 -0.969
C 1.824 -1.828 4.725
C 2.425 -3.969 0.125
C -1.097 5.981 -0.571
C -2.285 1.630 -3.637
C 2.315 0.785 -3.280
C 4.103 -1.067 -2.432
C 2.911 -5.071 -1.958
C -1.362 -2.899 0.590
C -2.386 -1.148 -3.570
C -2.317 1.506 2.609
C 1.128 -2.973 4.361
C 2.071 -0.828 3.797
C 3.232 -4.807 -0.636
C 1.297 -3.385 -0.443
C -2.390 -2.069 1.036
C 1.780 -4.495 -2.527
C 1.667 3.949 3.802
C 0.718 2.494 2.137
C -1.630 -4.229 0.293
C -0.292 3.757 -0.124
C -4.399 1.715 0.781
C 2.974 2.119 2.938
C -1.598 -0.465 -2.661
C 1.880 1.739 2.173
C 4.395 -0.350 -3.577
C -1.522 0.942 -2.702
C -1.234 4.760 0.076
C 3.481 0.590 -4.009
C 0.978 -3.650 -1.779
C 0.676 -3.119 3.060
C -3.108 2.033 0.390
H -2.192 -1.022 1.245
H 2.691 -3.762 1.154
H 3.697 3.538 4.368
H 1.508 3.194 -1.150
H 4.111 -5.252 -0.188
H -2.902 2.340 -0.630
H -3.806 0.854 4.004
H -2.085 4.589 0.725
H 5.312 -0.517 -4.128
H -0.841 -4.876 -0.070
H -0.283 4.213 2.945
H 2.606 0.058 4.104
H -5.207 1.787 0.064
H 0.108 -3.179 -2.224
H 2.171 -1.705 5.743
H 3.894 1.553 2.865
H -5.663 1.044 2.381
H -4.942 -4.288 0.996
H 3.646 1.176 -4.900
H 4.768 -1.818 -2.032
H 2.683 -1.358 -0.894
H 0.083 7.151 -1.926
H -1.504 1.410 3.319
H -1.839 6.754 -0.421
H 1.583 4.812 4.450
H 0.930 -3.744 5.094
H 0.117 -4.000 2.768
H 3.542 -5.725 -2.548
H -4.465 -1.916 1.530
H -3.126 -5.760 0.197
H 1.762 5.367 -2.279
H 1.526 -4.697 -3.560
```

<S²>   0.7853
2S+1   2
HOMO-LUMO gap (alpha / beta)   6.7 / 6.3 eV
HOMO (alpha / beta)   -6.7 / -6.3 eV
E_LUMO (alpha / beta)   0.1 / 0.0 eV
ΔE to the lowest compared entry with this formula, charge and spin   11.5 kcal/mol